Entry 1:
96
Properties=species:S:1:pos:R:3:forces:R:3:lowdin_charge:R:1 method="wB97M-V/def2-TZVPD" total_energy_ev=-46354.607 total_charge=-1
C 0.476486 -1.438708 0.074141 -0.14 0.23 0.27 -0.12
O 1.795785 -1.497861 -0.404247 0.31 -0.15 -0.40 -0.23
C 1.829701 -1.872553 -1.786093 -0.74 0.41 0.32 -0.20
C 1.471198 -0.690478 -2.680364 0.51 0.51 -0.01 -0.18
C 2.530550 -0.313403 -3.703543 -0.36 -0.58 -0.71 -0.21
C 2.049031 0.679075 -4.763958 0.66 0.39 0.37 -0.21
C 1.463859 1.972343 -4.192838 -0.30 -0.15 -0.27 -0.20
C -0.009119 1.870802 -3.745909 0.65 0.32 0.10 -0.21
C -0.895617 3.058181 -4.130263 -0.81 -0.53 0.39 -0.20
C -2.373983 2.629878 -4.294144 0.81 -0.23 0.48 -0.19
C -3.029522 2.372306 -2.925836 -0.78 -0.03 -0.44 -0.21
C -3.420141 0.906457 -2.717598 -0.04 0.27 0.35 -0.25
C -4.670145 0.540244 -3.507213 0.00 -0.74 -0.22 -0.34
C -4.927938 -0.967264 -3.681101 0.86 0.23 -0.45 -0.33
In -3.451811 -2.033902 -5.023660 0.07 0.10 0.07 0.42
C -3.033580 -4.135438 -4.377763 -0.26 0.40 -0.06 -0.31
H -0.013712 -2.412045 0.051271 -0.02 -0.24 -0.08 0.10
H 0.517856 -1.095948 1.100766 0.01 0.05 0.24 0.08
H -0.149620 -0.732094 -0.473867 0.00 0.07 -0.19 0.08
H 1.078359 -2.646584 -1.933378 0.08 -0.42 -0.08 0.12
H 2.813161 -2.278129 -1.995733 0.25 0.02 0.02 0.12
H 1.317531 0.164454 -2.031330 -0.09 0.18 0.27 0.10
H 0.535993 -0.831333 -3.202654 -0.34 -0.31 -0.14 0.10
H 3.457936 0.038628 -3.255525 0.03 0.13 0.32 0.11
H 2.786797 -1.225488 -4.244609 0.23 -0.18 -0.06 0.11
H 1.380053 0.202430 -5.469949 -0.42 -0.12 -0.02 0.11
H 2.932715 0.959009 -5.337269 0.14 0.00 -0.21 0.10
H 2.122295 2.284314 -3.384337 0.02 0.23 0.23 0.11
H 1.527211 2.742401 -4.959096 0.07 0.15 -0.14 0.09
H -0.029089 1.789770 -2.662645 -0.15 -0.20 0.22 0.09
H -0.404453 0.942588 -4.125497 -0.39 -0.29 -0.29 0.07
H -0.892608 3.719449 -3.267740 0.22 0.66 -0.12 0.09
H -0.539785 3.596856 -5.001961 0.18 -0.01 -0.22 0.10
H -2.400443 1.677381 -4.809018 0.02 -0.15 -0.53 0.09
H -2.922595 3.350846 -4.891152 -0.11 0.19 0.00 0.10
H -2.406726 2.756751 -2.121154 0.15 0.01 0.17 0.08
H -3.967497 2.926579 -2.913481 -0.11 0.30 0.32 0.10
H -3.633213 0.725851 -1.662369 0.07 -0.03 0.21 0.10
H -2.575439 0.276636 -2.975987 0.10 -0.31 -0.20 0.07
H -5.538878 0.971290 -3.005049 -0.07 0.45 0.10 0.09
H -4.610252 0.994990 -4.494581 -0.02 0.18 -0.22 0.09
H -4.950707 -1.439388 -2.703874 -0.15 -0.23 0.25 0.01
H -5.887776 -1.093778 -4.169381 -0.38 -0.13 0.07 0.00
H -3.943804 -1.934435 -6.753811 -0.09 -0.06 0.20 -0.15
H -1.896268 -1.120780 -4.940624 0.09 0.02 0.07 -0.12
H -3.558948 -4.429341 -3.473149 -0.10 0.08 0.27 -0.06
H -3.325441 -4.849902 -5.138985 0.05 -0.17 -0.30 -0.06
H -1.968315 -4.223096 -4.192228 0.25 -0.12 0.01 -0.06
C -2.798951 4.263540 5.459091 -0.10 -0.07 -0.09 -0.12
O -3.393547 4.504868 4.200656 0.14 0.02 0.15 -0.19
C -2.744848 5.504326 3.423100 -0.18 0.10 -0.23 -0.22
C -2.035209 4.907111 2.225798 0.07 -0.19 0.13 -0.22
N -0.871925 4.127390 2.627896 -0.09 -0.03 -0.06 -0.05
C -0.287713 3.309830 1.564139 0.09 0.01 0.19 -0.19
C -1.145991 2.225591 0.920172 0.11 -0.05 -0.24 -0.22
O -1.449581 1.132905 1.767683 -0.02 0.09 0.06 -0.18
C -2.543153 1.323990 2.642455 0.09 -0.20 0.00 -0.10
H -3.482663 3.635491 6.028303 -0.02 0.00 -0.03 0.09
H -1.844296 3.734444 5.366875 0.06 0.07 0.06 0.08
H -2.640589 5.196286 6.008914 0.05 0.00 0.02 0.09
H -2.055188 6.094268 4.034299 0.06 -0.08 0.04 0.12
H -3.526624 6.176258 3.057486 0.01 0.02 0.02 0.12
H -1.708965 5.718658 1.568352 0.00 -0.01 -0.03 0.12
H -2.770514 4.304776 1.677104 -0.06 0.10 -0.06 0.11
H -1.132014 3.518668 3.391986 -0.03 -0.01 0.01 0.07
H 0.591647 2.819855 1.989117 0.04 0.00 -0.05 0.12
H 0.072658 3.978505 0.775921 -0.05 0.00 -0.04 0.12
H -0.560286 1.801602 0.100018 -0.01 -0.02 -0.01 0.11
H -2.059822 2.625907 0.465243 -0.06 0.01 0.11 0.11
H -3.316376 1.955331 2.197737 0.01 0.07 0.02 0.09
H -2.221593 1.749048 3.598664 -0.10 0.11 0.00 0.07
H -2.974119 0.343858 2.848835 0.01 -0.01 -0.05 0.09
C 4.922995 -4.484834 6.396287 -0.13 0.07 -0.01 -0.12
O 4.439407 -3.222374 5.987876 0.13 -0.15 0.01 -0.19
C 5.350400 -2.470582 5.193623 -0.08 0.30 -0.02 -0.22
C 4.887483 -2.369241 3.755082 -0.08 -0.23 0.01 -0.22
N 4.981514 -3.651121 3.070549 -0.07 0.06 0.00 -0.05
C 4.313549 -3.695886 1.766806 0.12 -0.14 0.11 -0.19
C 2.810058 -3.451720 1.702310 0.06 -0.18 -0.05 -0.22
O 2.025551 -4.481340 2.291022 0.08 0.08 0.10 -0.17
C 1.877763 -4.408195 3.692470 -0.10 -0.17 -0.12 -0.11
H 4.232048 -4.873466 7.143134 -0.02 0.03 -0.01 0.09
H 4.964293 -5.196445 5.564758 0.11 -0.03 0.02 0.08
H 5.916443 -4.402542 6.847870 0.03 -0.04 -0.02 0.09
H 6.360839 -2.886350 5.252364 -0.03 -0.10 -0.03 0.12
H 5.378384 -1.462047 5.616435 0.03 -0.01 0.01 0.12
H 5.516176 -1.641318 3.233399 -0.02 0.01 -0.02 0.12
H 3.861613 -1.978977 3.768094 0.03 0.13 0.02 0.11
H 4.580483 -4.368662 3.658914 -0.03 0.01 0.02 0.06
H 4.500604 -4.689400 1.351740 0.00 0.02 -0.05 0.12
H 4.806637 -2.977683 1.104545 -0.03 0.05 0.01 0.12
H 2.536090 -3.437863 0.652662 -0.06 0.02 -0.06 0.11
H 2.523295 -2.473662 2.101383 0.00 -0.01 0.10 0.11
H 1.854458 -3.374299 4.047428 0.07 0.01 0.03 0.09
H 2.670529 -4.958786 4.210102 0.02 0.12 0.10 0.07
H 0.929961 -4.883275 3.950081 -0.01 0.02 -0.03 0.09

=====

Entry 2:
97
Properties=species:S:1:pos:R:3:forces:R:3:lowdin_charge:R:1 method="wB97M-V/def2-TZVPD" total_charge=-1 de_lowest_kcal_mol=39.7
N -0.164660 0.469673 -0.059226 0.37 -0.34 0.21 0.23
H 0.514108 -0.242837 -0.384833 -0.44 0.81 -0.08 0.04
H 0.370534 1.214373 0.417132 -0.08 -0.13 0.20 0.06
H -0.836163 0.089051 0.639518 -0.48 0.45 0.45 0.06
H -0.697596 0.994316 -0.796876 -0.69 0.34 -0.06 0.05
C -1.432869 -1.350363 4.721889 -0.33 0.41 0.30 -0.04
C -0.770308 -1.483644 3.321046 -1.36 -0.73 0.23 -0.51
C -0.407558 -2.974743 3.158427 0.89 -0.07 0.91 -0.17
C -1.568287 -3.928580 2.914517 0.67 1.28 -0.36 -0.19
C -2.420690 -3.375895 1.770204 0.32 -1.10 0.69 -0.15
C -2.875126 -1.892649 1.899355 1.14 -1.51 -0.36 -0.51
N -1.684452 -1.105953 2.241416 0.55 0.00 -1.36 -0.23
O -1.958003 0.268777 2.138543 0.39 -0.23 0.46 -0.29
C -4.071523 -1.798045 2.852343 -0.05 0.20 0.44 -0.04
C -3.257936 -1.568696 0.447949 -2.04 0.95 0.46 -0.05
C 0.526975 -0.681716 3.253521 -0.39 -0.05 0.04 -0.05
H -2.334339 -0.736560 4.673823 0.27 0.35 -0.20 0.07
H -0.770572 -0.897576 5.465191 0.06 -0.10 0.03 0.07
H -1.794446 -2.302489 5.119310 0.28 -0.13 -0.03 0.06
H 0.093235 -3.301009 4.083372 -0.13 0.21 0.21 0.11
H 0.424405 -3.124196 2.458339 -0.43 0.19 -0.63 0.10
H -2.156347 -4.026545 3.828905 0.02 -0.27 -0.01 0.10
H -1.066220 -4.858563 2.637281 -0.63 -0.39 0.12 0.10
H -3.243567 -4.096532 1.692072 -0.41 0.48 -0.36 0.11
H -1.808770 -3.501811 0.873738 -0.12 0.26 -0.18 0.09
H -4.353678 -0.767074 3.071567 0.04 0.12 -0.44 0.08
H -3.856223 -2.214950 3.840544 0.18 -0.26 -0.15 0.06
H -4.928988 -2.350010 2.459865 -0.05 0.12 -0.11 0.07
H -3.868956 -0.660795 0.404932 0.80 0.52 0.01 0.09
H -4.033805 -2.250443 0.072471 0.53 -0.70 0.06 0.08
H -2.416777 -1.513542 -0.232364 0.09 0.01 0.08 0.05
H 0.419471 0.332767 3.635822 -0.15 -0.02 0.01 0.07
H 0.869554 -0.610564 2.220387 0.07 -0.12 0.00 0.05
H 1.247754 -1.235266 3.861730 0.26 0.20 -0.03 0.08
C -0.607425 4.387120 -3.106108 1.18 -0.93 1.86 -0.06
C -1.962812 3.684424 -3.193349 -0.55 0.23 -1.28 -0.53
C -2.325281 3.704446 -4.694337 -0.50 -0.70 -0.74 -0.16
C -1.570162 2.657740 -5.520774 0.23 0.79 0.72 -0.20
C -1.861603 1.283236 -4.939777 0.88 1.02 -0.22 -0.16
C -1.478756 1.218030 -3.444525 0.44 0.05 0.01 -0.50
N -2.033349 2.312861 -2.677844 -1.42 0.44 -0.51 -0.20
O -1.914828 2.230516 -1.279166 1.22 -0.51 -0.64 -0.27
C 0.096058 1.114685 -3.325820 -0.29 -1.10 -0.44 -0.03
C -2.072982 -0.135119 -3.016395 0.56 0.26 1.06 -0.05
C -3.024809 4.545489 -2.522983 -0.56 0.13 0.69 -0.06
H -0.549812 5.474683 -3.151671 -0.44 0.01 -0.56 0.07
H 0.125852 3.902079 -3.752182 0.00 0.35 -0.26 0.06
H -0.236483 4.166643 -2.092283 -0.01 -0.02 0.01 0.07
H -2.152650 4.692848 -5.129545 0.04 0.14 0.24 0.11
H -3.393033 3.491393 -4.824841 -0.06 0.06 0.19 0.11
H -0.515253 2.926553 -5.400715 0.18 -0.41 -0.21 0.09
H -1.786950 2.762258 -6.586392 -0.18 -0.18 -0.01 0.10
H -1.207275 0.561641 -5.435084 -0.38 -0.31 -0.15 0.10
H -2.915089 1.056557 -5.106116 -0.01 -0.23 0.15 0.12
H 0.540648 1.048252 -4.323742 0.13 0.39 0.01 0.07
H 0.312274 0.129855 -2.896439 0.21 0.18 0.23 0.04
H 0.595781 1.873862 -2.730378 -0.26 0.12 0.04 0.07
H -1.717730 -0.414691 -2.021194 -0.28 0.18 0.08 0.03
H -1.689928 -0.931577 -3.659437 -0.31 0.06 -0.34 0.08
H -3.158519 -0.066803 -2.984639 -0.02 -0.19 -0.14 0.09
H -4.040300 4.302468 -2.848804 0.12 -0.26 -0.24 0.07
H -2.876345 5.602354 -2.760494 0.12 0.03 0.05 0.07
H -3.059322 4.403119 -1.441474 0.43 0.04 -0.02 0.07
C 0.434023 -2.893345 -1.147051 -0.34 -0.45 0.10 -0.06
C 1.733366 -2.422039 -0.468045 -1.11 0.21 -2.36 -0.37
C 2.910323 -3.376306 -0.679832 -1.13 0.16 1.30 -0.20
O 3.771643 -3.194517 0.434337 0.37 -0.54 -0.55 -0.19
C 4.817320 -4.141553 0.426231 0.92 0.64 0.11 -0.13
N 2.011799 -1.076340 -1.079689 1.47 -1.05 0.80 0.03
H 0.399575 -2.952564 -2.240059 0.72 0.11 -0.05 0.08
H -0.369884 -2.194964 -0.914521 -0.04 -0.07 0.30 0.05
H 0.135489 -3.886497 -0.802663 -0.05 0.09 0.21 0.08
H 1.468199 -2.339922 0.585409 0.48 0.23 0.14 0.12
H 3.412664 -3.159969 -1.628333 0.04 -0.24 -0.05 0.13
H 2.509814 -4.396680 -0.624406 0.24 -0.12 -0.40 0.12
H 5.549265 -3.962716 -0.373577 -0.17 0.21 -0.20 0.08
H 4.523539 -5.187459 0.305974 -0.48 0.04 0.30 0.08
H 5.367480 -3.974023 1.352212 -0.10 -0.35 0.10 0.09
H 1.938382 -1.149649 -2.091893 -0.35 -0.13 0.03 0.07
H 3.022961 -1.013765 -0.947256 -0.11 0.85 0.14 0.08
C 3.179809 3.891919 2.173582 0.90 -0.19 0.41 -0.06
C 2.766227 2.600585 1.460751 -0.75 0.43 -0.23 -0.40
C 3.229696 1.298395 2.114083 0.52 1.27 0.63 -0.19
O 4.643582 1.401057 2.308097 -0.46 -0.24 -0.51 -0.20
C 5.205735 0.181791 2.726457 0.82 0.47 0.00 -0.12
N 1.296926 2.605948 1.357591 -0.31 0.14 0.40 0.03
H 4.219901 3.866521 2.512603 0.05 0.12 -0.35 0.07
H 2.609727 4.088839 3.085888 -0.27 -0.38 -0.05 0.08
H 3.007843 4.758018 1.534272 0.14 -0.06 -0.14 0.07
H 3.129887 2.581622 0.429825 0.22 0.23 0.06 0.14
H 3.013554 0.417972 1.508972 -0.33 0.02 -0.01 0.11
H 2.750015 1.259750 3.098512 -0.16 -0.51 0.01 0.12
H 4.888942 -0.677035 2.126052 -0.36 0.00 0.18 0.08
H 5.044284 0.048201 3.801477 -0.17 -0.39 -0.09 0.09
H 6.281683 0.286603 2.556845 -0.02 -0.06 0.17 0.08
H 0.906691 2.716531 2.294675 0.02 -0.64 0.07 0.09
H 0.981444 3.492759 0.968081 0.19 -0.19 -0.61 0.09